Here is a cluster of 7 separate species, C31H74BFN2O10 in total at a distorted geometry from the OMol25 dataset. Energies are from wB97M-V/def2-TZVPD.

Results
HOMO ... -9.18 eV
Kohn-Sham gap ... 9.65 eV

```
! RIJCOSX wB97M-V def2-TZVPD def2/J DEFGRID3
* xyz 0 1
F -3.3629 -0.5902 2.5309
O 3.0798 -1.7696 2.6707
O 3.4932 -0.0488 -2.4710
O 0.0008 -0.2509 -7.6701
O -0.1401 1.0554 5.4163
O -1.5524 -1.2923 3.6208
O -4.0817 -0.5113 -2.6176
O 3.0211 -3.2572 -5.0594
O -2.5613 0.3061 4.7887
O -1.6515 4.4267 6.4688
O -2.5870 -1.8424 5.6443
N 0.5951 1.8966 3.2849
N -4.8104 3.3189 2.8913
C -2.2612 -1.0050 4.7816
C -1.9304 0.8841 3.6098
C 5.3681 -2.1309 3.4979
C -0.2943 3.8772 8.4563
C 4.9041 -0.0523 -2.4001
C -0.3636 4.4677 7.0584
C 2.8497 -1.1343 -1.8303
C -3.8206 -1.6585 -3.3967
C 0.6519 1.4336 1.9026
C 3.2613 -4.5326 -5.6170
C 4.2866 -1.1529 3.0719
C 2.0805 -1.7853 4.9178
C -2.0305 -0.3173 2.7351
C -5.0413 -2.5232 -3.6604
C 0.7117 -3.7033 -4.3465
C -0.3486 -0.2609 -9.0396
C 3.0958 -1.2213 -0.3342
C 2.4337 -2.5565 3.6582
C 5.5476 -1.2748 -3.0334
C 1.6776 -2.8091 -5.1027
C -2.6257 2.1332 3.1482
C -2.4074 6.6176 7.2987
C 2.9108 -4.6391 -7.0918
C -0.7765 0.5844 -6.8342
C 0.6244 3.3453 3.4032
C -2.6712 5.1291 7.1578
C -4.1217 2.0161 2.9016
C -0.2369 1.0940 -9.7178
C -4.5815 -0.7614 -1.3187
C -2.2525 0.2254 -6.7990
C -3.6511 -1.5708 -0.4310
B -0.4314 1.2799 4.0965
H -1.5669 -0.2979 1.7722
H 0.9459 0.4006 1.8902
H -0.9513 1.8129 -9.3151
H 5.2964 -2.1915 -2.4987
H 1.6884 -1.8206 -4.6435
H 0.6300 -4.6939 -4.7971
H -0.2692 1.5684 1.3442
H -3.2654 7.1060 7.7587
H 1.5280 -2.9283 3.1781
H -4.7829 -3.3392 -4.3351
H 0.8128 3.5914 4.4295
H -2.2298 7.0690 6.3223
H -4.5429 1.4241 3.6910
H -0.8711 4.4602 9.1746
H 4.6243 -0.5947 2.1984
H 0.7642 1.5047 -9.5840
H -4.0682 -1.6454 0.5645
H -5.8368 -1.9318 -4.1145
H 6.2934 -1.5946 3.7084
H -3.4334 -1.2766 -4.3418
H -0.2796 3.8390 3.0728
H -0.3488 0.4640 -5.8390
H -5.5675 -1.2365 -1.3721
H 6.6332 -1.1707 -3.0229
H -0.5884 1.6838 5.9818
H 4.1428 -1.4340 -0.1141
H -1.3532 -0.6778 -9.1778
H -2.8549 4.6749 8.1374
H -5.4352 -2.9644 -2.7439
H -2.7336 0.3747 -7.7669
H -0.6429 1.6370 -7.1089
H -2.6718 -1.0920 -0.3751
H -2.1127 2.4928 2.2743
H 5.0905 -2.6794 4.3987
H 1.0398 -3.8330 -3.3136
H 3.4303 -3.8698 -7.6633
H 0.7393 3.8561 8.7997
H 2.8383 -0.2854 0.1623
H 5.2168 0.8444 -2.9348
H 4.3293 -4.7044 -5.4827
H 1.3495 -2.6690 -6.1381
H -1.5369 6.8215 7.9236
H 1.5130 -2.4155 5.6020
H -4.2574 3.9720 2.3599
H -3.5733 4.9721 6.5668
H 3.2008 -5.6171 -7.4757
H 5.2133 -1.3909 -4.0644
H -2.3843 -0.8204 -6.5197
H 0.3479 -0.9587 -9.5036
H 1.4230 1.9660 1.3785
H 5.2390 0.0656 -1.3619
H 1.4478 3.7398 2.8380
H -4.8229 3.6764 3.8352
H 0.0351 5.4880 7.0513
H 1.4869 -0.9030 4.6806
H 4.0976 -0.4176 3.8626
H 5.5571 -2.8580 2.7072
H 0.2659 3.8819 6.3905
H 3.1140 -2.0762 -2.3264
H -0.6854 2.8587 8.4639
H 1.8409 -4.5182 -7.2672
H -4.3139 1.5553 1.9554
H 1.7833 -0.9795 -2.0055
H -0.2798 -3.2568 -4.3464
H -0.4342 0.9937 -10.7850
H 2.9750 -1.4455 5.4424
H -4.7341 0.2256 -0.8820
H -2.7728 0.8476 -6.0716
H 2.5019 -2.0184 0.1050
H -3.0205 -2.2548 -2.9445
H -3.5036 -2.5848 -0.8065
H 3.0386 -3.4352 3.9107
H 2.7428 -5.3096 -5.0427
H -2.4913 2.8838 3.9133
*
```

=====

Here is a cluster of 7 separate species, C31H74FN2O7 in total at a distorted geometry from the OMol25 dataset. Energies are from wB97M-V/def2-TZVPD.

Results
HOMO (alpha / beta) ... -8.24 / -8.89 eV
Kohn-Sham gap (alpha / beta) ... 8.69 / 9.34 eV

```
! RIJCOSX wB97M-V def2-TZVPD def2/J DEFGRID3
* xyz 0 2
F 0.7849 2.1558 -3.2440
O 1.6185 -7.4650 -3.6430
O 1.8894 -7.7445 3.7153
O 2.3851 4.8127 -4.1322
O -3.1748 4.0458 1.6682
O -2.0674 -2.6183 2.7496
O -0.3872 8.7293 0.7408
O 2.2472 -3.0537 0.6766
N 0.5373 1.3553 3.0533
N -2.8548 3.8989 0.4277
C -1.9177 10.1678 -0.4631
C -1.5992 -3.9346 4.7263
C -1.0187 -3.1887 3.5349
C 1.2755 1.4720 -2.1170
C 0.2604 1.0603 0.2083
C -1.3005 5.7463 0.8208
C 3.5074 4.3794 -4.8992
C -4.6485 2.2611 0.4927
C -3.2370 2.5443 -0.0559
C 0.8223 -6.8567 -4.6592
C 4.1379 3.1628 -4.2433
C 0.9684 -5.3443 -4.6099
C -0.7873 1.3554 2.4475
C -1.0464 4.4028 -1.2590
C -1.2790 9.8350 0.8765
C 2.0500 -5.1913 1.8105
C -3.3747 2.4996 -1.5887
C -0.5561 11.0350 1.4682
C -0.0106 -9.0105 2.9055
C 2.1198 -5.0408 -0.6990
C 1.6795 -4.3635 0.5898
C 3.0964 4.0923 -6.3352
C -0.0341 -2.1151 3.9621
C 0.1086 0.9051 -1.3186
C -1.4402 4.3213 0.2232
C 1.1835 -9.6590 5.0237
C -0.6311 -7.2826 -4.5171
C -2.2700 1.4449 0.4626
C 0.7560 -8.5124 4.1214
C -0.8544 1.8301 0.9671
C -0.5239 3.3604 0.9901
H 1.8450 -4.4371 -1.5644
H -1.0298 -6.9510 -3.5541
H -0.9029 -9.5649 3.1986
H 1.9062 0.6873 -2.5300
H 3.2044 -3.1532 0.7020
H -1.9045 4.7002 -1.8614
H 2.6438 4.9753 -6.7862
H -2.7880 0.9452 1.2824
H 4.4163 3.3911 -3.2138
H -2.6343 10.9848 -0.3690
H 1.2918 -7.1499 -2.7942
H 0.3471 0.0633 0.6479
H 3.2060 -5.1631 -0.7182
H -0.8141 -4.4079 5.3181
H 1.5939 -6.1779 1.7817
H -0.2271 5.1006 -1.4000
H -5.2804 3.1440 0.4186
H 1.7266 -9.2814 5.8899
H 0.3916 -4.8619 -5.4002
H -2.1492 -3.2456 5.3732
H -4.6222 1.9497 1.5336
H 1.7270 -4.6896 2.7230
H 1.1083 2.1232 2.7337
H 0.3134 8.9898 0.1330
H 0.4808 3.5202 0.5879
H -2.4267 2.5326 -2.1130
H -0.1096 10.7767 2.4283
H 3.9527 3.7912 -6.9407
H -2.2752 6.2047 0.9713
H -1.4431 1.9938 3.0466
H 0.2492 11.3579 0.8023
H -0.3142 -8.1743 2.2745
H 2.3563 3.2879 -6.3617
H -3.9441 1.6206 -1.8804
H 0.5988 -4.2093 0.5681
H 1.8644 2.1893 -1.5479
H -0.7642 5.7474 1.7663
H 0.6206 -9.6705 2.3037
H 0.3229 -10.2303 5.3737
H -2.5379 -1.9883 3.3056
H 3.4063 2.3503 -4.2189
H -0.8029 1.3459 -1.7133
H -1.2494 -6.8558 -5.3080
H 5.0260 2.8166 -4.7740
H -0.7164 -8.3685 -4.5559
H 0.7967 -2.5339 4.5318
H 0.6173 -4.9614 -3.6477
H 1.6627 -6.0275 -0.7980
H -5.0900 1.4454 -0.0808
H 0.1295 -7.8200 4.6862
H -0.4847 3.6900 2.0289
H -0.7189 3.4377 -1.6421
H -0.5123 -3.8951 2.8750
H 1.0248 0.4845 2.9191
H 2.4726 -8.3244 3.2140
H 4.2109 5.2136 -4.8837
H -0.5300 -1.3608 4.5797
H 0.0422 -0.1606 -1.5456
H -2.4338 9.2964 -0.8669
H -0.7564 6.3962 0.1437
H 1.8489 -10.3381 4.4834
H 1.7444 4.0906 -4.1100
H 3.1349 -5.3164 1.8750
H -3.9415 3.3765 -1.9135
H 1.2221 1.5401 0.4010
H -1.1925 0.3409 2.4772
H 0.3679 -1.6093 3.0832
H -1.1515 10.4649 -1.1848
H -2.2964 -4.7034 4.3923
H -1.2363 11.8751 1.6147
H 1.2194 -7.2316 -5.6035
H -2.1932 0.6891 -0.3205
H 2.0145 -5.0566 -4.7169
H -2.0490 9.4962 1.5713
*
```

=====

Here is a cluster of 6 separate species, C31H75N7O6 in total at a distorted geometry from the OMol25 dataset. Energies are from wB97M-V/def2-TZVPD.

Results
HOMO (alpha / beta) ... 0.55 / -5.74 eV
Kohn-Sham gap (alpha / beta) ... 1.71 / 7.95 eV

```
! RIJCOSX wB97M-V def2-TZVPD def2/J DEFGRID3
* xyz -1 2
O 1.0432 3.7383 4.0158
O -0.2193 -2.4245 -3.1252
O -2.6286 7.4597 0.1318
O -1.5963 -6.1738 0.8216
O 1.8758 0.3387 1.3401
O 9.2446 -3.4407 1.2737
N -1.3977 -2.0496 -3.7793
N -2.2616 6.1921 -0.1572
N 1.4725 -1.8742 1.1437
N 0.1947 2.8379 7.4762
N 6.6267 -4.5973 0.6860
N -0.3594 -3.7579 -0.2364
N 0.3501 -0.5368 0.0321
C -3.0725 5.2682 1.9475
C -2.0411 -7.0776 1.8530
C 9.9901 -2.9184 0.2549
C 0.0882 2.9455 6.0377
C -0.8339 0.3236 -3.3736
C -2.8726 5.5366 -1.3990
C -1.2251 4.0333 0.7819
C -1.2850 3.5991 5.6845
C 8.0299 -2.7709 1.5550
C 1.7978 -4.8549 -0.5978
C -4.4075 5.2702 -1.2873
C -2.1039 4.0920 -1.6166
C -2.7848 -3.9550 -2.8961
C -3.3762 -2.6245 -5.1511
C 1.2337 3.6796 5.4183
C -2.0086 -0.7476 -3.3004
C -1.9753 3.2694 -0.2933
C 1.0431 2.6296 3.1249
C 0.3153 -5.0622 -0.3320
C 1.3137 -0.6159 0.8527
C -4.1025 -1.3835 -4.7076
C -2.2332 -3.2430 -4.1775
C -1.4397 -4.3158 -4.9879
C -0.1594 -6.0054 0.8997
C 6.7815 -3.1479 0.6647
C -2.5707 6.5778 -2.5748
C -1.8861 5.4439 1.0421
C -0.7429 6.1366 1.7692
C -2.6640 -0.7934 -1.9755
C -3.1145 -0.2380 -4.2553
C 5.5570 -2.4433 1.2962
H 0.9727 3.0387 2.1170
H -2.5972 0.3841 -4.9857
H -4.5818 4.3747 -0.6908
H 2.0462 -4.2101 -1.4408
H -0.4930 0.3903 -2.3404
H -0.0240 6.1883 0.9515
H -2.1047 3.0199 6.1094
H -0.9623 1.3670 -3.6617
H 10.7243 -2.2593 0.7181
H 0.0246 -5.4387 1.8124
H 5.4179 -2.8612 2.2933
H -1.3652 2.4047 -0.5544
H -0.3071 5.7488 2.6899
H -0.6037 -3.8647 -5.5224
H -0.2064 4.2394 0.4533
H -1.0547 3.4636 1.6955
H 8.2985 -1.7166 1.4886
H 5.7341 -1.3783 1.4461
H -4.0927 5.2539 1.5639
H -3.6252 0.6373 -3.8541
H -3.1048 6.0454 2.7111
H -1.2815 -3.8686 0.1606
H 0.0531 0.4131 -0.1400
H 7.4322 -5.1264 0.3836
H -4.1707 -3.3681 -5.0877
H -3.1156 4.2476 2.3276
H -3.6617 -1.2243 -1.8915
H 9.4588 -2.4944 -0.5971
H -1.5970 -8.0726 1.8262
H 0.4870 -2.2452 -3.7503
H 7.0352 -2.8723 -0.3589
H -2.5719 3.4801 -2.3877
H -0.9525 7.1871 1.9706
H -3.1059 -7.2350 2.0249
H -1.3323 4.6149 6.0771
H -1.9808 -4.0437 -2.1654
H 0.0002 -1.3844 -0.3914
H -0.0871 -5.5533 -1.2181
H 7.7571 -2.9380 2.5970
H -1.0551 4.2495 -1.8681
H 0.1782 1.9853 3.2824
H -1.4765 3.5391 4.6131
H -2.8879 2.9861 0.2312
H 2.3041 -5.7755 -0.8881
H -4.7057 5.0615 -2.3148
H 2.1590 -2.0518 1.8629
H 0.8752 -2.5413 0.6765
H -1.4909 6.7268 -2.5868
H 0.0279 3.7644 7.8421
H -1.7145 -6.6184 2.7861
H 1.1200 2.6688 7.8440
H 1.0749 4.6686 5.8481
H 5.8187 -4.9044 0.1635
H -2.8194 0.2158 -1.5939
H -2.0639 -4.8712 -5.6879
H -3.0725 -2.5488 -6.1952
H -0.0559 -0.0270 -4.0516
H -1.9866 7.8601 -0.4591
H 10.5977 -3.6940 -0.2113
H -3.0216 7.5702 -2.5688
H -2.7163 6.1761 -3.5776
H 0.2774 -7.0040 0.9068
H 2.2562 3.4391 5.7096
H 1.9612 2.0607 3.2719
H 0.0623 1.8926 5.7568
H -2.2285 -1.3958 -1.1783
H -3.2700 -4.9178 -3.0561
H -0.3909 -3.3890 -1.1761
H -4.8961 6.0479 -0.7003
H -3.4777 -3.3792 -2.2826
H 4.6628 -2.4658 0.6733
H 2.3409 -4.5700 0.3032
H -4.6441 -0.8775 -5.5068
H -1.0141 -4.9991 -4.2529
H -4.7857 -1.5456 -3.8739
*
```

=====

Here is a cluster of 8 separate species, C31H81N5O8 in total at a distorted geometry from the OMol25 dataset. Energies are from wB97M-V/def2-TZVPD.

Results
HOMO ... -8.94 eV
Kohn-Sham gap ... 9.36 eV
Energy relative to the best compared isomer or geometry (same formula, charge and spin) ... 0.0 kcal per mole

```
! RIJCOSX wB97M-V def2-TZVPD def2/J DEFGRID3
* xyz 0 1
O -0.8010 1.5168 4.1701
O 6.6088 3.2449 -1.6223
O -2.8367 0.7958 -2.6558
O -0.8214 0.4509 0.9894
O -1.9004 -2.3021 0.6083
O 3.5049 -1.9053 1.1243
O -6.7688 -4.1686 -3.7133
O 0.8850 -2.2167 -4.4274
N 1.5045 -0.6126 -0.6401
N 3.6008 5.1750 -2.0153
N -0.3913 -0.2606 -2.9299
N -3.4726 -2.4655 -3.8586
N -0.0452 1.6112 5.4575
C -5.6263 -3.5051 -4.2459
C 1.5753 -0.9750 -4.3063
C -3.1569 1.2497 0.5866
C -2.4499 -2.2018 3.0663
C 1.9678 0.7723 7.1171
C 2.0848 -2.0805 1.3049
C 4.5019 3.4336 -3.5809
C 1.2465 2.2538 5.2155
C -1.7418 -2.9132 1.9687
C -4.5184 -3.2038 -3.2126
C -1.7194 1.0946 0.0490
C 4.4229 4.0084 -2.1787
C 1.8145 -2.9794 -0.9916
C -0.1965 0.2910 5.9724
C 0.1251 -0.8573 4.9576
C -2.6750 1.8694 -3.5484
C 2.1158 1.6503 4.0883
C 0.4544 0.1093 -4.0622
C 2.0221 2.2072 6.5640
C 0.2490 -2.5479 -5.7002
C -7.8414 -4.3878 -4.5696
C 0.5942 0.2387 7.2875
C -5.0460 -2.4926 -1.9944
C 1.0995 3.7240 4.7316
C 4.3227 -2.0630 2.2646
C -1.7356 0.1733 6.3583
C 1.0653 1.5055 -3.9102
C -2.9468 1.4760 -5.0023
C 5.7624 4.3210 -1.5700
C 1.3553 -1.8995 -0.0173
C 6.4345 2.2901 -0.6026
H -0.4499 -1.8200 -6.0448
H -2.4990 -2.6429 -3.4930
H -5.2874 -1.4198 -2.1211
H 1.6382 1.8579 3.1394
H 3.9447 3.2126 -1.5653
H 1.9000 -3.0519 1.8610
H 4.6348 4.2278 -4.2686
H 1.4744 -3.9464 -0.4839
H -1.6248 1.8045 4.4907
H 1.9908 4.1934 4.4473
H 5.2675 2.6455 -3.6559
H -4.1461 -2.4575 -1.3130
H -1.8815 -1.3281 0.7471
H 2.8609 -3.0039 -1.2147
H -0.1740 0.0726 -4.9720
H -5.2124 -4.0556 -5.0698
H 4.0398 -1.4594 3.0884
H -0.3526 -1.7334 5.3828
H -5.7657 -3.0123 -1.3802
H 2.5086 -0.4088 -0.7077
H 1.8048 -1.2644 2.0027
H -0.6877 -2.8387 2.1699
H 0.5958 -0.8309 7.5903
H 2.3832 0.6899 8.1516
H -8.4856 -5.0931 -4.0755
H 5.6915 4.5595 -0.4870
H 6.9592 2.7179 0.2910
H 5.3136 -1.8385 1.8877
H -4.1294 -4.1756 -2.8451
H -5.9854 -2.5722 -4.6262
H -1.6262 2.3043 -3.3865
H -4.0512 1.4029 -5.1854
H 2.2471 0.6067 4.2569
H -2.5221 2.2741 -5.6281
H 2.2948 -1.0557 -3.3983
H 2.6058 4.9987 -2.1538
H -2.0479 0.2063 -2.7991
H -0.3643 -3.5277 -5.5642
H 3.4724 3.0511 -3.8072
H 6.9281 1.3268 -0.8714
H -3.6037 -1.4473 -3.7682
H -8.4529 -3.4899 -4.7610
H 1.2097 -2.7863 -1.9149
H 3.0514 2.2261 4.0800
H -1.8871 0.5157 -0.8921
H -2.4637 0.5248 -5.3349
H -0.7612 0.9973 1.7805
H 3.7122 5.7935 -2.8750
H -3.5741 0.2191 0.5711
H -1.3063 2.0877 -0.3257
H -3.3211 2.7420 -3.2356
H 2.0475 1.4473 -3.4126
H 1.4372 2.8825 7.2170
H -2.2624 -0.0909 5.4325
H -2.0304 1.1221 6.8077
H 0.3432 -1.9322 0.2739
H -3.8554 1.6979 -0.1664
H 4.1639 -3.1571 2.5488
H 5.3831 2.1893 -0.2949
H 1.0793 0.0403 0.0055
H 2.5892 0.1933 6.4310
H -3.2838 1.5586 1.6371
H 0.0127 0.8642 7.9776
H -1.8928 -0.6124 7.1149
H 6.1697 5.1827 -2.0310
H -0.8099 -1.2332 -3.0593
H 2.1678 -0.6657 -5.1451
H 3.0168 2.6327 6.4490
H 0.4682 3.6847 3.8339
H 0.2549 -0.2732 -2.1566
H 0.6419 4.4224 5.4386
H 1.1882 -1.1375 4.9821
H 0.9502 -2.6541 -6.5513
H -2.0514 -3.9536 1.9207
H -0.4120 -0.7269 4.0217
H -2.2732 -1.1414 3.0851
H 0.4924 2.1464 -3.2148
H -3.5104 -2.3735 2.9451
H 1.1807 1.9626 -4.8888
H -7.4344 -4.8168 -5.4910
H -2.2633 -2.6815 4.0504
*
```